(1)
Density functional theory data (ωB97M-V/def2-TZVPD) for an isolated molecule of C22H31N3OS.

Values from the calculation:
- ΔE to the lowest compared entry with this formula, charge and spin (kJ/mol) = 35.44
- LUMO energy (eV) = 0.641
- HOMO level (eV) = -7.798
- molar mass (g mol⁻¹) = 385.6

```
! RIJCOSX wB97M-V def2-TZVPD def2/J DEFGRID3
* xyz 0 1
C -3.602 -1.373 2.599
C -3.825 -1.760 1.167
C -4.687 -2.792 0.830
C -4.873 -3.146 -0.494
C -4.210 -2.461 -1.494
C -3.348 -1.414 -1.194
C -3.150 -1.084 0.148
N -2.302 -0.006 0.495
C -0.956 -0.011 0.331
N -0.290 1.138 0.610
C 1.149 1.194 0.470
H 1.450 0.504 -0.320
H 1.437 2.205 0.176
C 1.864 0.790 1.761
H 1.547 -0.217 2.031
C 3.382 0.847 1.584
N 3.827 0.176 0.379
C 3.669 -1.268 0.441
C 3.975 -1.890 -0.917
C 5.392 -1.544 -1.353
C 5.552 -0.028 -1.335
C 5.196 0.518 0.044
H 5.290 1.608 0.040
H 5.908 0.119 0.792
H 6.576 0.256 -1.587
H 4.879 0.415 -2.071
H 5.593 -1.937 -2.351
H 6.110 -1.995 -0.662
H 3.842 -2.971 -0.854
H 3.261 -1.502 -1.644
H 2.638 -1.501 0.706
H 4.334 -1.705 1.210
H 3.866 0.435 2.490
H 3.681 1.897 1.499
H 1.581 1.460 2.577
C -0.983 2.335 1.052
C -1.965 2.817 0.029
C -1.804 3.168 -1.279
C -3.098 3.481 -1.766
C -3.947 3.295 -0.722
O -3.273 2.889 0.370
H -5.007 3.411 -0.627
H -3.352 3.797 -2.756
H -0.884 3.195 -1.825
H -0.225 3.101 1.229
H -1.511 2.167 2.001
S -0.166 -1.379 -0.174
H -2.718 0.684 1.103
C -2.657 -0.662 -2.286
H -2.628 0.405 -2.068
H -3.160 -0.818 -3.237
H -1.627 -1.009 -2.378
H -4.364 -2.733 -2.527
H -5.540 -3.958 -0.746
H -5.207 -3.326 1.611
H -2.537 -1.342 2.824
H -4.077 -2.088 3.265
H -4.023 -0.386 2.804
*
```

Which charges does natural (NBO) predict for the atoms? In e, they are:
1 C -0.632
2 C -0.041
3 C -0.212
4 C -0.201
5 C -0.210
6 C 0.000
7 C 0.205
8 N -0.646
9 C 0.318
10 N -0.426
11 C -0.224
12 H 0.262
13 H 0.190
14 C -0.420
15 H 0.220
16 C -0.205
17 N -0.453
18 C -0.235
19 C -0.402
20 C -0.397
21 C -0.401
22 C -0.210
23 H 0.195
24 H 0.155
25 H 0.205
26 H 0.202
27 H 0.207
28 H 0.192
29 H 0.209
30 H 0.208
31 H 0.224
32 H 0.155
33 H 0.168
34 H 0.189
35 H 0.199
36 C -0.268
37 C 0.265
38 C -0.298
39 C -0.307
40 C 0.086
41 O -0.415
42 H 0.207
43 H 0.232
44 H 0.233
45 H 0.236
46 H 0.209
47 S -0.278
48 H 0.402
49 C -0.650
50 H 0.221
51 H 0.212
52 H 0.246
53 H 0.207
54 H 0.211
55 H 0.206
56 H 0.226
57 H 0.221
58 H 0.207

---

(2)
Density functional theory data (ωB97M-V/def2-TZVPD) for an isolated molecule of C20H20N4OS.

Values from the calculation:
- ΔE to the lowest compared entry with this formula, charge and spin (kJ/mol) = 1.88
- LUMO energy (eV) = -0.023
- HOMO level (eV) = -8.672
- molar mass (g mol⁻¹) = 364.5

```
! RIJCOSX wB97M-V def2-TZVPD def2/J DEFGRID3
* xyz 0 1
C 5.603 -0.345 2.111
C 4.569 -1.318 1.644
N 4.909 -2.576 1.566
C 4.003 -3.484 1.156
C 4.401 -4.835 1.088
C 3.519 -5.795 0.679
C 2.207 -5.449 0.322
C 1.789 -4.147 0.374
C 2.671 -3.134 0.795
C 2.327 -1.756 0.874
C 3.276 -0.861 1.303
H 3.051 0.190 1.415
C 0.956 -1.284 0.543
O -0.086 -1.845 0.844
N 0.935 -0.147 -0.197
N -0.296 0.462 -0.435
C -0.381 1.813 -0.304
N -1.594 2.384 -0.367
H -1.602 3.391 -0.300
C -2.878 1.716 -0.532
C -3.778 2.664 -1.298
C -4.873 3.302 -0.734
C -5.634 4.181 -1.486
C -5.308 4.438 -2.805
C -4.212 3.810 -3.375
C -3.455 2.930 -2.625
H -2.599 2.442 -3.070
H -3.949 4.005 -4.403
H -5.903 5.125 -3.388
H -6.486 4.668 -1.035
H -5.146 3.119 0.293
C -3.425 1.266 0.824
H -3.502 2.110 1.505
H -4.405 0.812 0.701
H -2.763 0.531 1.276
H -2.714 0.832 -1.163
S 0.992 2.739 -0.182
H -1.043 -0.153 -0.116
H 1.711 0.507 -0.289
H 0.777 -3.885 0.110
H 1.523 -6.222 0.004
H 3.825 -6.830 0.629
H 5.416 -5.074 1.367
H 5.771 0.419 1.353
H 6.534 -0.868 2.309
H 5.268 0.152 3.020
*
```

Which charges does natural (NBO) predict for the atoms? In e, they are:
1 C -0.648
2 C 0.249
3 N -0.410
4 C 0.130
5 C -0.186
6 C -0.201
7 C -0.214
8 C -0.192
9 C -0.018
10 C -0.077
11 C -0.238
12 H 0.224
13 C 0.635
14 O -0.632
15 N -0.445
16 N -0.450
17 C 0.286
18 N -0.585
19 H 0.426
20 C -0.093
21 C 0.045
22 C -0.248
23 C -0.191
24 C -0.210
25 C -0.201
26 C -0.225
27 H 0.218
28 H 0.217
29 H 0.217
30 H 0.214
31 H 0.216
32 C -0.617
33 H 0.215
34 H 0.221
35 H 0.219
36 H 0.208
37 S -0.294
38 H 0.425
39 H 0.438
40 H 0.234
41 H 0.215
42 H 0.215
43 H 0.225
44 H 0.223
45 H 0.237
46 H 0.223